The following is a DFT calculation (ωB97M-V/def2-TZVPD) of C57H81BN4O4PSr as an isolated structure in a non-equilibrium geometry.

ORCA input file:
```
! RIJCOSX wB97M-V def2-TZVPD def2/J DEFGRID3
* xyz -1 1
Sr 0.51 -0.41 -0.26
C -2.12 -2.27 2.54
N -1.15 -1.23 2.83
C -1.54 -0.45 3.99
C 0.19 -1.76 2.96
C 1.22 -0.64 2.75
N 1.99 -0.82 1.53
C 2.50 0.54 1.04
C 3.30 0.66 -0.27
C 4.68 0.74 -0.04
C 5.58 1.14 -1.00
C 5.05 1.46 -2.26
C 3.70 1.41 -2.56
C 2.76 1.02 -1.55
O 1.48 1.06 -1.79
C 3.17 1.81 -3.94
C 4.31 2.18 -4.90
C 2.25 3.03 -3.82
C 2.41 0.64 -4.57
C 7.07 1.38 -0.72
C 7.94 0.65 -1.75
C 7.47 0.90 0.67
C 7.36 2.89 -0.80
C 3.00 -1.88 1.51
C 3.34 -2.50 0.16
C 4.68 -2.75 -0.09
C 5.10 -3.44 -1.21
C 4.10 -3.86 -2.10
C 2.75 -3.61 -1.92
C 2.32 -2.93 -0.74
O 1.07 -2.70 -0.49
C 1.78 -4.17 -2.99
C 0.35 -3.62 -2.93
C 2.31 -3.85 -4.40
C 1.71 -5.69 -2.82
C 6.56 -3.74 -1.54
C 7.50 -3.20 -0.46
C 6.93 -3.08 -2.88
C 6.79 -5.25 -1.65
H -2.17 -3.03 3.34
H -1.89 -2.74 1.59
H -3.11 -1.82 2.43
H -1.61 -1.08 4.90
H -2.52 0.01 3.82
H -0.83 0.35 4.18
H 0.32 -2.51 2.18
H 0.36 -2.24 3.94
H 1.89 -0.48 3.62
H 0.64 0.29 2.62
H 3.08 1.00 1.84
H 1.61 1.19 0.92
H 5.03 0.52 0.96
H 5.73 1.80 -3.02
H 4.87 3.05 -4.55
H 3.88 2.43 -5.87
H 5.00 1.35 -5.05
H 2.80 3.88 -3.38
H 1.39 2.82 -3.20
H 1.90 3.34 -4.81
H 3.06 -0.23 -4.68
H 2.05 0.92 -5.56
H 1.55 0.35 -3.96
H 7.79 -0.42 -1.69
H 9.00 0.86 -1.57
H 7.71 0.96 -2.77
H 7.25 -0.17 0.80
H 6.95 1.45 1.45
H 8.54 1.04 0.82
H 7.07 3.29 -1.78
H 8.42 3.09 -0.64
H 6.78 3.42 -0.04
H 2.60 -2.67 2.16
H 3.92 -1.51 1.99
H 5.41 -2.39 0.63
H 4.41 -4.40 -2.98
H 0.32 -2.54 -3.03
H -0.16 -3.87 -2.01
H -0.21 -4.05 -3.78
H 2.43 -2.77 -4.52
H 1.59 -4.20 -5.14
H 3.27 -4.32 -4.61
H 1.32 -5.95 -1.83
H 2.70 -6.15 -2.92
H 1.05 -6.13 -3.58
H 7.41 -2.12 -0.35
H 8.54 -3.42 -0.74
H 7.31 -3.66 0.51
H 6.67 -2.02 -2.87
H 6.38 -3.54 -3.70
H 8.00 -3.18 -3.08
H 6.55 -5.74 -0.70
H 7.83 -5.47 -1.90
H 6.15 -5.69 -2.42
N -0.78 4.29 -0.14
P -0.63 3.36 1.27
C -1.26 4.50 2.56
C -0.72 5.75 2.84
C -1.28 6.57 3.81
C -2.39 6.14 4.52
C -2.94 4.90 4.26
C -2.38 4.08 3.28
C 1.18 3.57 1.57
C 1.73 3.53 2.85
C 3.10 3.57 3.04
C 3.96 3.63 1.95
C 3.43 3.64 0.67
C 2.05 3.62 0.48
C -1.10 3.74 -1.38
C -1.13 4.54 -2.53
C -1.41 3.92 -3.73
C -1.67 2.55 -3.76
C -1.63 1.86 -2.56
N -1.35 2.44 -1.40
H -0.48 5.25 -0.15
H 0.17 6.08 2.30
H -0.84 7.54 4.01
H -2.82 6.78 5.28
H -3.80 4.55 4.82
H -2.81 3.11 3.07
H 1.07 3.48 3.72
H 3.50 3.55 4.05
H 5.03 3.64 2.10
H 4.08 3.64 -0.20
H 1.66 3.58 -0.53
H -0.91 5.60 -2.47
H -1.43 4.50 -4.65
H -1.89 2.03 -4.68
H -1.82 0.79 -2.52
C -3.40 -3.87 -2.39
C -3.84 -2.83 -1.37
C -4.82 -3.46 -0.39
O -2.68 -2.41 -0.65
B -2.14 -1.21 -1.20
O -3.12 -0.75 -2.13
C -4.33 -1.51 -2.01
C -5.28 -0.72 -1.11
C -4.95 -1.66 -3.39
H -2.91 -4.69 -1.87
H -2.69 -3.45 -3.10
H -4.25 -4.28 -2.95
H -4.38 -4.38 0.01
H -5.76 -3.72 -0.88
H -5.03 -2.80 0.45
H -4.85 -0.59 -0.12
H -6.26 -1.20 -1.02
H -5.42 0.27 -1.55
H -4.24 -2.09 -4.10
H -5.26 -0.68 -3.77
H -5.84 -2.30 -3.36
*
```

Values from the calculation:
HOMO-LUMO gap: 5.67 eV
DFT total energy: -3137.7151 a.u.

These are the Mulliken partial charges, in e, on atoms 1 to 5:
1 Sr 2.119
2 C -1.094
3 N 0.951
4 C -1.124
5 C -1.351